A cluster of 14 separate species, C23H77N25O14 in total. Source: the Open Molecules 2025 dataset; level of theory: ωB97M-V/def2-TZVPD.

Values from the calculation:
HOMO level	-0.329	Ha
ΔE to the lowest compared entry with this formula, charge and spin	10.0799	eV
E	-3344.89191	a.u.

Each line ends with the Löwdin charge.
Cartesian coordinates (Å):
C  -2.207  4.759  -4.437  -0.834
O  -1.930  5.204  -5.492  0.081
N  -1.700  3.655  -3.987  0.153
N  -3.071  5.212  -3.558  0.155
H  -2.110  3.120  -3.234  0.105
H  -0.997  3.185  -4.539  0.116
H  -3.516  6.083  -3.810  0.117
H  -3.309  4.691  -2.726  0.107
C  7.360  0.732  -1.956  -0.891
O  7.558  -0.231  -1.248  0.032
N  6.388  0.762  -2.795  0.177
N  8.110  1.712  -1.961  0.183
H  5.956  1.672  -2.865  0.107
H  5.853  -0.093  -2.734  0.120
H  8.955  1.556  -1.430  0.137
H  7.987  2.418  -2.673  0.127
C  -7.944  1.002  1.311  -0.800
O  -8.763  1.907  1.555  -0.005
N  -8.314  -0.160  0.935  0.165
N  -6.657  1.062  1.345  0.167
H  -7.609  -0.850  0.717  0.107
H  -9.287  -0.400  0.803  0.128
H  -6.064  0.256  1.208  0.113
H  -6.305  1.983  1.566  0.122
C  2.825  -1.039  -5.115  -0.704
O  3.374  -1.780  -4.310  0.022
N  3.286  -0.661  -6.355  0.134
N  1.584  -0.588  -5.024  0.144
H  4.112  -1.086  -6.752  0.105
H  3.049  0.266  -6.677  0.090
H  0.911  -0.605  -4.271  0.105
H  1.191  -0.307  -5.911  0.102
C  3.939  1.405  5.993  -0.787
O  3.035  0.907  5.303  -0.010
N  5.182  1.317  5.619  0.162
N  3.743  2.008  7.126  0.166
H  5.264  0.715  4.812  0.124
H  5.976  1.695  6.115  0.114
H  4.541  2.512  7.487  0.115
H  2.834  1.855  7.538  0.125
C  -7.780  -4.817  -1.008  -0.767
O  -8.161  -5.218  0.088  0.016
N  -6.841  -3.892  -1.173  0.164
N  -8.259  -5.305  -2.122  0.155
H  -6.704  -3.435  -2.064  0.104
H  -6.430  -3.542  -0.319  0.103
H  -8.110  -5.000  -3.073  0.110
H  -9.029  -5.952  -2.033  0.117
C  -4.483  -3.422  3.330  -0.789
O  -4.991  -2.730  2.473  0.010
N  -4.711  -4.689  3.439  0.169
N  -3.529  -3.020  4.135  0.161
H  -4.158  -5.194  4.117  0.106
H  -5.236  -5.340  2.873  0.129
H  -3.042  -2.135  4.131  0.120
H  -3.061  -3.743  4.661  0.103
C  3.946  3.922  -5.526  -0.776
O  3.718  3.355  -6.585  0.020
N  3.535  3.551  -4.318  0.162
N  4.767  4.911  -5.434  0.161
H  3.640  4.285  -3.632  0.089
H  2.697  2.989  -4.279  0.109
H  5.195  5.332  -6.246  0.126
H  4.972  5.302  -4.525  0.110
C  2.323  6.589  -0.847  -0.797
O  3.336  6.055  -1.213  0.030
N  1.921  7.724  -1.224  0.177
N  1.448  5.973  0.004  0.146
H  2.520  8.187  -1.892  0.135
H  1.023  8.052  -0.899  0.122
H  0.575  6.394  0.287  0.093
H  1.678  5.049  0.339  0.104
C  -2.641  -5.823  -2.678  -0.786
O  -1.496  -6.120  -3.037  0.014
N  -3.703  -6.471  -3.015  0.159
N  -2.924  -4.975  -1.737  0.160
H  -3.704  -7.189  -3.725  0.123
H  -4.597  -6.178  -2.649  0.102
H  -3.822  -4.666  -1.393  0.098
H  -2.153  -4.418  -1.397  0.111
C  -7.248  0.114  -4.463  -0.835
O  -6.673  -0.732  -3.870  0.054
N  -8.182  0.867  -3.897  0.161
N  -7.093  0.345  -5.712  0.165
H  -8.329  0.673  -2.916  0.110
H  -8.707  1.633  -4.294  0.110
H  -6.531  -0.315  -6.229  0.121
H  -7.840  0.649  -6.321  0.116
C  5.666  -4.884  3.067  -0.093
C  5.024  -6.090  2.409  -0.416
C  5.705  -6.225  1.002  -0.166
O  5.123  -7.348  0.294  -0.203
C  3.837  -7.105  -0.115  -0.150
N  5.425  -7.232  3.271  0.039
H  5.475  -3.909  2.618  0.077
H  6.736  -4.980  3.250  0.078
H  5.231  -4.853  4.066  0.076
H  3.948  -5.956  2.294  0.127
H  6.698  -6.632  1.195  0.122
H  5.807  -5.333  0.384  0.125
H  3.052  -7.171  0.638  0.083
H  3.673  -7.852  -0.893  0.094
H  3.797  -6.122  -0.583  0.090
H  6.404  -7.077  3.468  0.058
H  5.413  -7.996  2.611  0.059
C  -0.105  6.782  6.583  -0.046
C  0.632  5.482  6.174  -0.504
C  0.325  5.186  4.785  -0.278
O  -0.802  4.448  4.540  -0.145
C  -0.704  3.144  4.939  -0.115
N  2.030  5.614  6.417  0.061
H  0.041  6.896  7.657  0.074
H  -1.132  6.785  6.217  0.083
H  0.502  7.576  6.149  0.073
H  0.190  4.749  6.849  0.131
H  1.164  4.587  4.432  0.115
H  0.535  6.064  4.172  0.142
H  0.026  2.707  4.258  0.096
H  -1.665  2.635  5.020  0.099
H  -0.273  3.057  5.936  0.077
H  2.342  4.653  6.429  0.059
H  2.382  5.775  5.484  0.067
C  2.425  -1.011  0.349  -0.070
C  0.902  -1.069  0.122  -0.452
C  0.447  0.297  -0.522  -0.147
O  -0.818  0.260  -1.249  -0.249
C  -2.059  -0.264  -0.669  -0.065
N  0.716  -2.195  -0.730  0.042
H  2.585  -0.508  1.302  0.077
H  3.025  -0.702  -0.507  0.090
H  2.661  -1.996  0.750  0.071
H  0.433  -1.255  1.089  0.125
H  1.270  0.556  -1.189  0.112
H  0.278  1.028  0.268  0.114
H  -2.070  0.039  0.378  0.078
H  -1.898  -1.342  -0.632  0.065
H  -2.924  0.047  -1.254  0.083
H  1.566  -2.695  -0.512  0.055
H  0.604  -2.051  -1.723  0.078

Atomic forces in eV per Å
C -0.6 -0.8 0.8
O 0.8 2.4 -3.3
N 2.8 -4.8 1.2
N -2.6 2.7 1.4
H 0.3 0.2 -0.2
H -0.3 0.1 0.1
H -0.3 -0.3 0.5
H 0.0 0.6 -0.3
C -1.3 -5.5 1.9
O 0.6 -2.0 1.4
N -4.0 0.1 -3.0
N 5.2 6.7 0.3
H -0.7 -0.5 -0.6
H -0.7 0.5 -0.3
H 0.0 0.8 -0.2
H 0.7 0.0 0.3
C -3.5 3.2 0.7
O 1.2 -0.1 0.0
N -2.3 -5.5 -1.8
N 4.5 2.3 0.7
H -0.6 -0.1 0.0
H 0.3 0.2 0.2
H 0.0 0.5 0.2
H 0.5 -0.5 0.0
C 1.1 -1.7 0.1
O 0.2 0.7 -0.3
N 1.1 0.0 -0.7
N -3.3 1.6 0.0
H 0.0 0.2 0.5
H 0.2 -0.1 0.0
H 0.8 -0.4 0.3
H -0.1 0.0 0.4
C -2.8 -1.8 -2.3
O 0.2 0.2 0.6
N 3.1 -0.5 -1.8
N -0.7 1.6 2.5
H 0.7 0.4 0.0
H -0.2 -0.4 -0.3
H -0.8 0.0 0.8
H 0.4 0.6 0.3
C -0.3 -0.2 2.3
O 0.3 0.1 0.0
N 1.7 1.4 0.2
N -2.2 -2.0 -3.3
H 0.1 0.1 0.4
H 0.0 0.3 -0.3
H 0.4 0.3 0.5
H 0.2 0.1 0.2
C -0.3 2.0 -2.9
O -0.9 1.3 -0.9
N -0.5 -5.5 1.5
N 2.9 0.9 3.0
H -0.2 0.0 -0.1
H -0.3 1.1 -0.4
H -0.7 -0.1 -0.5
H 0.1 0.5 0.0
C -0.6 -2.3 -2.2
O -0.7 -0.4 -0.1
N -1.5 -1.0 2.1
N 3.2 4.1 0.1
H -0.6 -0.4 0.4
H 0.2 0.1 0.1
H -0.2 -0.3 0.2
H 0.1 0.2 -0.5
C -0.3 -4.3 2.1
O 2.1 -1.0 -0.7
N -1.4 5.2 -1.8
N -0.4 -0.9 0.9
H -0.6 0.4 0.2
H 0.5 0.5 -0.5
H 0.3 -0.3 0.0
H -0.1 0.3 -0.1
C 3.6 -1.6 -0.4
O -0.6 0.7 -0.2
N -4.3 -2.8 -2.3
N 0.8 4.3 3.5
H 0.2 0.3 0.2
H 0.2 -0.3 -0.2
H 0.0 -0.4 -0.5
H 0.0 -0.1 0.0
C -2.0 0.5 1.5
O 2.3 -2.8 2.3
N -2.0 1.4 2.3
N 1.2 0.4 -6.7
H -0.1 0.2 -0.2
H 0.4 -0.3 -0.1
H 0.3 0.0 0.4
H -0.1 0.4 0.6
C -0.9 0.7 1.1
C 2.4 0.9 -0.8
C -0.5 -2.2 0.8
O 1.4 0.7 1.0
C -0.7 0.0 -1.4
N -1.1 0.3 -1.1
H 0.0 -0.1 -0.3
H 0.1 -0.2 -0.4
H 0.0 0.3 0.2
H 0.0 -0.2 0.3
H 0.3 0.5 0.1
H -0.5 0.2 0.0
H 0.1 -0.1 0.3
H -0.5 0.1 0.0
H -0.3 0.2 -0.1
H 0.2 -0.1 0.2
H 0.0 -0.8 0.2
C 1.4 -0.3 0.0
C -2.7 1.6 2.5
C 2.2 -1.5 -1.6
O -2.6 2.3 -0.7
C 1.1 -1.1 0.6
N 1.0 -0.7 -0.5
H -0.6 0.1 0.1
H 0.0 0.2 0.3
H -0.4 0.4 -0.3
H 0.3 -0.5 -0.1
H 0.5 -0.7 -0.2
H -1.3 0.4 -0.3
H -0.2 -1.0 0.0
H 0.0 0.2 -0.6
H 0.1 0.0 0.2
H 0.5 -0.6 0.8
H 0.7 1.1 -0.3
C -0.9 0.1 2.3
C 0.7 2.0 -0.9
C -1.8 -1.7 1.1
O 0.1 0.2 -1.0
C 2.9 -0.3 0.7
N -0.7 -1.3 -0.1
H 0.6 1.2 -0.3
H 0.0 -0.1 0.2
H 0.5 -0.4 -0.7
H -0.3 0.2 0.1
H -0.6 0.4 -0.4
H 0.6 0.2 0.2
H -0.6 0.4 0.1
H -0.6 -0.2 -0.2
H 0.3 0.1 0.0
H -0.4 -1.0 -1.1
H 0.2 0.3 0.1